No. 1
DFT (ωB97M-V/def2-TZVPD) results for a 3-piece molecular cluster, C19H34I2N5O4 overall.

For the LUMO energy, the calculation gives -2.632 eV. As for the net charge: +1. For the electronic energy, the calculation gives -1914.189864 hartree. As for the strongest force on any atom: 0.8 eV/Å. The calculation puts the gap between HOMO and LUMO at 9.1346 eV.

Cartesian coordinates (Å):
C1 1.1103 4.1109 3.3005
C2 0.9962 3.9796 2.1185
C3 0.8776 3.7785 0.6771
N1 0.5337 2.3963 0.3599
C4 -0.5821 1.6576 0.5575
N2 -1.7280 2.0550 1.0976
C5 -2.1245 3.3774 1.5746
C6 -3.6305 3.5430 1.4185
C7 -4.0745 4.9625 1.7250
I1 -3.4043 6.3321 0.2290
N3 -0.4038 0.3991 0.1344
C8 0.8229 0.3521 -0.3589
N4 1.4791 -0.7121 -0.9193
C9 2.4450 -1.3892 -0.0116
C10 0.6396 -1.7058 -1.6219
C11 -0.4681 -2.3885 -0.8928
O1 0.9363 -1.9547 -2.7516
N5 1.4273 1.5443 -0.2695
C12 2.7197 1.8985 -0.7862
C13 2.6748 2.5220 -2.1902
O2 3.5959 3.1030 -2.6385
I2 0.8506 2.3012 -3.3047
H1 1.1703 4.1776 4.3605
H2 1.8374 4.0104 0.2260
H3 0.1640 4.4637 0.2285
H4 -2.4142 1.3185 1.1745
H5 -1.6630 4.1564 0.9811
H6 -1.8600 3.4798 2.6261
H7 -4.1780 2.8217 2.0280
H8 -3.8752 3.3231 0.3771
H9 -5.1547 5.0290 1.7418
H10 -3.6795 5.3066 2.6758
H11 1.9357 -2.0349 0.6984
H12 3.1444 -1.9534 -0.6216
H13 3.0193 -0.6446 0.5337
H14 -0.2556 -2.5634 0.1591
H15 -0.7100 -3.3075 -1.4163
H16 -1.3456 -1.7456 -0.9343
H17 3.2228 2.6254 -0.1549
H18 3.3429 1.0125 -0.8355
C14 0.0348 -6.0413 -4.2994
C15 -1.1301 -5.2651 -4.8926
C16 -0.7381 -4.5556 -6.1782
O3 -1.6428 -4.3289 -3.9411
H19 0.8552 -5.3598 -4.0545
H20 -0.2689 -6.5460 -3.3821
H21 0.4102 -6.7886 -4.9989
H22 -1.9577 -5.9473 -5.0912
H23 0.0617 -3.8353 -5.9828
H24 -1.5877 -4.0100 -6.5883
H25 -0.3842 -5.2634 -6.9284
H26 -0.9330 -3.7021 -3.7519
C17 -0.3386 -0.5498 4.6684
C18 0.8295 -1.2076 3.9538
C19 2.1115 -0.4061 4.1122
O4 0.5245 -1.3828 2.5656
H27 -0.5217 0.4468 4.2507
H28 -1.2467 -1.1388 4.5423
H29 -0.1406 -0.4411 5.7347
H30 0.9768 -2.2147 4.3439
H31 1.9861 0.5942 3.6810
H32 2.9383 -0.8949 3.5954
H33 2.3821 -0.2917 5.1616
H34 0.3852 -0.5083 2.1845

Forces on atoms 1 to 6 (eV/Å):
C -0.110 -0.159 0.101
C -0.024 -0.008 -0.029
C 0.141 0.205 0.343
N -0.072 0.060 -0.396
C -0.125 0.426 -0.054
N 0.104 0.044 -0.037

No. 2
DFT (ωB97M-V/def2-TZVPD) results for a 2-piece molecular cluster, C19H34N2O4 overall in a non-equilibrium geometry.

For the LUMO energy, the calculation gives -3.109 eV. For the electronic energy, the calculation gives -1154.457517 hartree. The relative energy (zero: lowest compared OMol25 entry of this formula, charge and spin) is 306.88 kcal/mol. As for the strongest force on any atom: 5.8 eV/Å. The calculation puts the gap between HOMO and LUMO at 2.3530 eV.

Cartesian coordinates (Å):
C1 5.9476 -2.7179 1.8578
C2 6.9800 -1.5420 1.4090
O1 6.1942 -0.4611 0.8556
C3 6.8702 0.2099 -0.2297
C4 5.8907 0.8812 -1.3054
C5 4.3745 1.0676 -0.7722
C6 4.1996 2.2749 0.2666
C7 2.8229 3.0919 0.1011
C8 1.5675 2.4129 0.7926
C9 1.3695 0.8446 0.8602
C10 0.0469 0.4884 1.5465
N1 -0.9523 1.3352 2.0780
C11 -2.2068 0.7329 2.6865
C12 -2.9273 -0.1069 1.5102
C13 -4.4935 0.3054 1.2934
C14 -5.3763 -0.9512 1.7457
C15 -6.7917 -1.0257 0.9895
O2 -6.7131 -0.6689 -0.4096
C16 -6.4488 -1.8406 -1.2439
N2 -0.7949 2.6489 2.0565
C17 0.3675 3.1323 1.4506
H1 5.7312 -3.4427 0.9891
H2 6.3585 -3.3447 2.7261
H3 4.9375 -2.2731 2.1759
H4 7.6733 -2.0262 0.6415
H5 7.5118 -1.2256 2.3717
H6 7.5990 -0.4610 -0.8159
H7 7.5174 1.0425 0.2473
H8 5.8049 0.1448 -2.1926
H9 6.3202 1.8441 -1.7675
H10 3.7282 1.3138 -1.6962
H11 4.0501 0.0462 -0.3845
H12 5.0414 3.0314 0.0359
H13 4.3255 1.9812 1.3645
H14 2.5997 3.3681 -0.9978
H15 2.9847 4.1067 0.6316
H16 2.1218 0.1068 0.4279
H17 -0.1665 -0.6389 1.6430
H18 -1.8096 -0.0527 3.4329
H19 -2.8648 1.5186 3.1746
H20 -2.4330 0.0768 0.4819
H21 -2.8119 -1.2394 1.6911
H22 -4.6320 0.6100 0.1995
H23 -4.6446 1.2399 1.9484
H24 -5.5353 -0.8460 2.8865
H25 -4.8492 -1.9634 1.5706
H26 -7.5830 -0.3827 1.5329
H27 -7.1735 -2.1043 1.0657
H28 -7.3471 -2.0401 -1.9147
H29 -5.5833 -1.5383 -1.9475
H30 -6.0778 -2.7501 -0.6665
H31 0.4495 4.2812 1.4445
C18 -4.1074 -0.6710 -5.4539
C19 -4.9238 -1.9578 -5.3347
O3 -4.7424 -2.6186 -4.2788
O4 -5.6769 -2.1966 -6.3080
H32 -3.4726 -0.5198 -4.5763
H33 -3.4679 -0.7180 -6.3394
H34 -4.7785 0.1870 -5.5477

Forces on atoms 1 to 6 (eV/Å):
C -0.152 -0.025 -0.306
C -1.156 -1.783 1.051
O 1.074 -0.674 -1.233
C 1.160 1.627 -0.262
C -0.911 -1.034 -0.357
C 0.359 0.359 -0.660

No. 3
DFT (ωB97M-V/def2-TZVPD) results for C19H35BFeNO2P as an isolated structure in a non-equilibrium geometry.

Its spin multiplicity is 5. For the LUMO energy (alpha / beta), the calculation gives 0.664 / 0.468 eV. For the electronic energy, the calculation gives -2580.061837 hartree. The relative energy (zero: lowest compared OMol25 entry of this formula, charge and spin) is 0.00 kcal/mol. As for the strongest force on any atom: 2.5 eV/Å. The calculation puts the gap between HOMO and LUMO (alpha / beta) at 4.9207 / 8.0655 eV. The expectation value of S² is 6.086.

Cartesian coordinates (Å):
C1 -0.8034 -1.7444 -3.5938
C2 0.4947 -1.8335 -3.0845
C3 0.8465 -1.1986 -1.8968
C4 -0.1798 -0.6282 -1.0647
C5 -1.4664 -0.4001 -1.6873
C6 -1.7667 -1.0070 -2.8996
C7 2.3055 -1.1081 -1.5585
C8 2.7896 0.2616 -1.0769
N1 2.0201 1.4339 -1.6736
Fe1 0.5631 1.4498 -0.4501
C9 -2.4379 0.5528 -1.0672
P1 -1.5258 2.0887 -0.5067
H1 1.2597 -2.3778 -3.6451
H2 -2.7663 -0.8880 -3.3245
H3 -1.0541 -2.2318 -4.5371
H4 -2.9456 0.1236 -0.1890
H5 -3.2048 0.8789 -1.7861
H6 2.5524 -1.8396 -0.7761
H7 2.8920 -1.3730 -2.4494
H8 2.6957 0.3519 0.0220
C10 -2.5230 2.5776 0.9204
C11 -1.9507 3.2594 -1.8272
H9 3.8511 0.4136 -1.3243
C12 1.7801 1.3620 -3.1405
C13 2.6924 2.7234 -1.2775
H10 0.3597 2.6716 0.5947
H11 2.3822 2.1413 -3.6299
H12 2.0628 0.3894 -3.5436
H13 0.7194 1.5578 -3.3657
H14 2.9392 3.2902 -2.1842
H15 2.0102 3.3237 -0.6524
H16 3.6144 2.5156 -0.7226
H17 -3.0325 3.4473 -1.8365
H18 -1.4113 4.1961 -1.6417
H19 -1.6365 2.8483 -2.7949
H20 -3.5265 2.8842 0.5990
H21 -2.5931 1.7355 1.6213
H22 -2.0266 3.4197 1.4176
H23 0.6797 1.6788 1.1954
C14 -2.0197 -2.3991 2.7835
C15 -0.9455 -1.3382 2.5802
C16 -1.0991 -0.3013 3.6781
O1 -1.2268 -0.6866 1.3258
B1 -0.0775 -0.7196 0.5212
O2 0.9727 -1.4106 1.1294
C17 0.5371 -1.9009 2.4095
C18 1.5388 -1.4017 3.4340
C19 0.6261 -3.4200 2.3715
H24 -3.0044 -1.9119 2.8266
H25 -1.8639 -2.9194 3.7391
H26 -2.0300 -3.1283 1.9651
H27 -2.1315 0.0769 3.6851
H28 -0.9151 -0.7611 4.6575
H29 -0.4171 0.5493 3.5424
H30 1.2657 -1.7552 4.4368
H31 2.5317 -1.8116 3.2025
H32 1.6107 -0.3068 3.4442
H33 -0.0342 -3.8449 1.6048
H34 1.6592 -3.7176 2.1476
H35 0.3631 -3.8381 3.3525

Forces on atoms 1 to 6 (eV/Å):
C -0.283 -0.553 -0.252
C 0.261 0.528 0.363
C -0.313 -0.771 -0.774
C 0.337 0.744 1.352
C -0.292 -0.188 -0.674
C 0.143 0.420 0.123

No. 4
DFT (ωB97M-V/def2-TZVPD) results for C19H35Br2CaCl4F8LiNNaO13PS3 as an isolated structure in a non-equilibrium geometry.

For the LUMO energy, the calculation gives -5.738 eV. As for the net charge: +1. For the electronic energy, the calculation gives -11948.516514 hartree. As for the strongest force on any atom: 3.9 eV/Å. The calculation puts the gap between HOMO and LUMO at 1.8621 eV.

Cartesian coordinates (Å):
C1 3.4244 5.3846 3.9183
C2 2.0571 6.0751 3.8232
C3 2.0134 7.0305 2.6500
Br1 2.5907 6.2180 0.9535
O1 0.7975 7.7523 2.5033
P1 -0.5904 6.9651 2.4621
O2 -1.5037 7.6168 1.5688
O3 -1.2181 6.8981 3.8734
O4 -0.3798 5.3898 1.8520
S1 -1.1929 4.3167 2.6011
O5 -0.8805 3.0695 1.9251
O6 -2.5638 4.5379 2.6023
F1 -0.5916 4.2051 3.9494
H1 3.4829 4.8202 4.8390
H2 3.5607 4.7060 3.0909
H3 4.1917 6.1493 3.9597
H4 1.9746 6.6776 4.7210
H5 1.3234 5.2820 3.7817
H6 2.7663 7.7785 2.8379
H7 -0.6012 6.5634 4.5734
Ca1 -1.2343 0.8949 1.3392
C4 2.7908 0.2799 1.2235
F2 1.6724 0.5967 1.9178
F3 3.5988 1.3289 1.2266
F4 3.4156 -0.6757 1.9068
S2 2.2025 -0.1340 -0.4704
O7 1.5444 1.0876 -0.8785
O8 1.3229 -1.2527 -0.2519
N1 3.5750 -0.4164 -1.1553
S3 3.5179 -0.8318 -2.7003
O9 3.0984 0.1971 -3.6022
O10 3.0005 -2.1413 -2.9721
C5 5.3300 -0.9779 -2.9751
F5 5.8767 -1.8903 -2.1882
F6 5.9431 0.1823 -2.7329
F7 5.5730 -1.3231 -4.2434
C6 4.1485 -5.4481 -5.6881
C7 4.1229 -5.2475 -4.1768
O11 4.9676 -4.5983 -3.6472
C8 2.9971 -5.8945 -3.4050
H8 5.0031 -4.9385 -6.1159
H9 4.2414 -6.5192 -5.9130
H10 3.2337 -5.0360 -6.1365
H11 3.0268 -6.9836 -3.5321
H12 2.0352 -5.5054 -3.7481
H13 3.1085 -5.6642 -2.3496
O12 -4.3486 0.1376 -1.8501
C9 -4.4593 1.0186 -2.6536
O13 -3.9373 0.8786 -3.8727
C10 -4.1619 1.7916 -4.9600
C11 -3.2079 2.9674 -4.9153
C12 -5.1061 2.3393 -2.2602
H14 -5.2065 2.1018 -4.9941
H15 -3.9805 1.2149 -5.8624
H16 -3.3499 3.5702 -4.0106
H17 -3.3550 3.6158 -5.7764
H18 -2.1753 2.6176 -4.9128
H19 -4.3713 2.9374 -1.7506
H20 -5.9233 2.1343 -1.5749
H21 -5.5267 2.9035 -3.0890
F8 -0.8953 5.3910 5.7202
Na1 -2.8557 3.4998 -1.5528
Br2 4.9626 -2.4997 1.0308
Li1 2.9014 -7.4535 -6.7010
C13 -3.4645 -1.8752 2.5752
C14 -3.8394 -1.3538 3.9630
C15 -3.4223 -2.2929 5.0915
C16 -4.0786 -3.6731 5.0565
C17 -5.6065 -3.6641 5.0811
C18 -6.1891 -3.0459 6.3496
H22 -3.9755 -2.8052 2.3353
H23 -3.7476 -1.1412 1.8048
H24 -2.3823 -2.0504 2.5026
H25 -4.9126 -1.1590 4.0026
H26 -3.3465 -0.3860 4.1236
H27 -3.6377 -1.8098 6.0465
H28 -2.3360 -2.4253 5.0631
H29 -3.7127 -4.2489 5.9099
H30 -3.7437 -4.2151 4.1667
H31 -5.9560 -4.6958 5.0041
H32 -6.0000 -3.1411 4.2039
H33 -5.8342 -3.5713 7.2373
H34 -7.2771 -3.1082 6.3376
H35 -5.9237 -1.9921 6.4461
C19 7.5350 -6.5968 -8.1031
Cl1 8.7665 -7.8449 -8.0205
Cl2 7.7484 -5.6339 -9.5555
Cl3 5.9221 -7.3925 -8.1735
Cl4 7.6374 -5.5690 -6.6800

Forces on atoms 1 to 6 (eV/Å):
C -0.472 0.357 0.190
C 0.976 -0.456 -0.293
C 0.605 0.268 0.448
Br -0.283 0.080 0.021
O 0.235 -2.039 -0.158
P -1.480 3.536 0.556

No. 5
DFT (ωB97M-V/def2-TZVPD) results for a 9-piece molecular cluster, C19H35Cl16FO3 overall in a non-equilibrium geometry.

For the LUMO energy, the calculation gives -0.167 eV. The structure (SMILES) is O=C1OC[C@@H](F)O1.ClCCCl.ClCCCl.ClCCCl.ClCCCl.ClCCCl.ClCCCl.ClCCCl.ClCCCl. For the electronic energy, the calculation gives -8433.623236 hartree. As for the strongest force on any atom: 3.9 eV/Å. The calculation puts the gap between HOMO and LUMO at 10.3515 eV.

Cartesian coordinates (Å):
O1 1.0918 -3.8955 5.4756
C1 0.5458 -4.1710 4.4233
O2 0.3303 -5.4599 4.0071
C2 -0.4340 -5.3854 2.8783
C3 -1.0833 -4.0218 2.8283
F1 -2.2617 -4.2145 3.4529
O3 -0.1463 -3.2877 3.5633
H1 0.1921 -5.5046 1.9941
H2 -1.2004 -6.1485 2.7427
H3 -1.2587 -3.5962 1.8403
Cl1 3.4395 1.9257 2.1141
C4 2.7055 0.3157 2.3337
C5 2.3799 0.0354 3.8240
Cl2 0.9579 0.9187 4.4152
H4 3.2464 -0.5305 1.9101
H5 1.7580 0.2211 1.8033
H6 3.1789 0.3218 4.5078
H7 2.1662 -1.0215 3.9836
Cl3 3.4456 -3.0850 -2.6904
C6 3.7788 -3.2747 -0.9715
C7 2.5671 -3.7244 -0.1993
Cl4 2.9790 -3.6604 1.5284
H8 4.1817 -2.3423 -0.5760
H9 4.6050 -3.9807 -0.8866
H10 2.1975 -4.7211 -0.4404
H11 1.7956 -2.9801 -0.3965
Cl5 -4.5373 4.5599 -5.1306
C8 -4.3340 3.4786 -3.6914
C9 -2.8622 3.3983 -3.2372
Cl6 -2.6787 2.4650 -1.7264
H12 -4.7420 2.4852 -3.8781
H13 -4.8432 4.0002 -2.8810
H14 -2.4946 4.3779 -2.9316
H15 -2.2017 2.9855 -3.9996
Cl7 5.9902 2.6086 -1.6582
C10 4.3184 3.3047 -1.9870
C11 3.4443 2.3990 -2.8396
Cl8 4.0486 2.5441 -4.5330
H16 4.4081 4.3307 -2.3438
H17 3.9578 3.4701 -0.9718
H18 2.4462 2.8352 -2.8811
H19 3.5155 1.3357 -2.6108
Cl9 0.8478 4.2358 -0.2275
C12 0.7217 3.3256 1.3338
C13 -0.5815 3.5687 2.0417
Cl10 -0.5362 5.1929 2.7928
H20 1.5117 3.7081 1.9802
H21 0.8468 2.2654 1.1135
H22 -0.7718 2.9425 2.9133
H23 -1.4915 3.4555 1.4524
Cl11 -0.7854 -0.8063 0.9476
C14 -0.9368 -0.6126 -0.8305
C15 0.0755 0.3406 -1.4813
Cl12 1.6795 -0.1227 -1.1577
H24 -1.9628 -0.3147 -1.0466
H25 -0.8730 -1.6223 -1.2362
H26 -0.1475 1.3386 -1.1040
H27 -0.0773 0.2952 -2.5596
Cl13 -2.8413 -1.6103 5.5332
C16 -3.0463 0.1403 5.0788
C17 -3.3798 0.1584 3.6251
Cl14 -3.1592 1.7947 3.0421
H28 -2.0871 0.5814 5.3499
H29 -3.7112 0.4986 5.8647
H30 -4.4518 0.0419 3.4664
H31 -2.7686 -0.5144 3.0235
Cl15 -2.5396 0.1984 -4.1689
C18 -1.5050 -0.7645 -5.2413
C19 -2.4182 -1.3312 -6.3304
Cl16 -3.3457 -0.0033 -7.1117
H32 -1.2137 -1.6323 -4.6496
H33 -0.7403 -0.1261 -5.6839
H34 -3.1070 -2.0377 -5.8674
H35 -1.7980 -1.8959 -7.0266

Forces on atoms 1 to 6 (eV/Å):
O -0.971 -0.135 -3.285
C -0.333 0.113 2.626
O 0.653 1.296 1.350
C -0.662 -0.850 -3.754
C 1.439 -1.535 -0.002
F -1.133 1.099 0.773

No. 6
DFT (ωB97M-V/def2-TZVPD) results for a 8-piece molecular cluster, C19H36Cl2N16O10 overall.

For the LUMO energy, the calculation gives -0.464 eV. The structure (SMILES) is C[C@H](Cl)[C@@H](Cl)c1ccc2c(c1)C(=O)N(N=C=O)C2=O.NC(N)=O.NC(N)=O.NC(N)=O.NC(N)=O.NC(N)=O.NC(N)=O.NC(N)=O. For the electronic energy, the calculation gives -3294.753001 hartree. As for the strongest force on any atom: 0.8 eV/Å. The calculation puts the gap between HOMO and LUMO at 8.8655 eV.

Cartesian coordinates (Å):
C1 -0.6034 -0.4628 -9.1341
C2 0.0284 -0.3172 -7.7501
Cl1 -1.2806 -0.4376 -6.5315
C3 0.8511 0.9573 -7.5749
Cl2 -0.0594 2.4606 -7.8783
C4 1.6056 1.0322 -6.2647
C5 2.9998 0.9875 -6.3179
C6 3.7906 0.9876 -5.1793
C7 3.1427 1.0509 -3.9664
C8 1.7601 1.1333 -3.8938
C9 0.9756 1.1268 -5.0257
C10 1.3755 1.1904 -2.4592
O1 0.3322 0.9456 -1.9463
N1 2.5981 1.5470 -1.7021
N2 2.6697 3.0049 -1.8407
C11 3.5792 3.5290 -1.1982
O2 4.3958 4.1163 -0.6313
C12 3.6734 1.0257 -2.5761
O3 4.7061 0.5969 -2.1689
H1 -1.0548 0.4619 -9.4764
H2 -1.4157 -1.1799 -9.0244
H3 0.0932 -0.8875 -9.8545
H4 0.7002 -1.1619 -7.6012
H5 1.6173 0.9069 -8.3486
H6 3.4842 0.9367 -7.2855
H7 4.8694 0.9370 -5.2210
H8 -0.0985 1.1717 -4.9408
N3 -0.2158 -4.1955 -3.2411
C13 -0.9690 -3.6744 -4.2533
N4 -1.9805 -2.8509 -3.8436
O4 -0.7559 -3.9153 -5.4316
H9 -0.3784 -3.9982 -2.2647
H10 0.5379 -4.8014 -3.5018
H11 -2.5518 -2.4387 -4.5566
H12 -2.1676 -2.6411 -2.8812
N5 1.2921 -3.8665 1.6790
C14 1.1701 -4.0158 0.3287
N6 2.3036 -4.4058 -0.3269
O5 0.1154 -3.8076 -0.2496
H13 2.1446 -4.0283 2.1796
H14 0.4749 -3.5762 2.1833
H15 2.2485 -4.5105 -1.3222
H16 3.1771 -4.5766 0.1326
N7 -0.6320 0.9949 3.2738
C15 -0.8957 0.9795 1.9302
N8 0.1461 0.6041 1.1340
O6 -1.9947 1.2756 1.4896
H17 0.2513 0.7511 3.6784
H18 -1.3735 1.2784 3.8837
H19 0.0005 0.5727 0.1385
H20 1.0464 0.3564 1.4968
N9 -3.4235 -0.8809 7.3969
C16 -2.7216 -0.3113 6.3767
N10 -3.3508 -0.3081 5.1592
O7 -1.6070 0.1686 6.5235
H21 -4.3397 -1.2647 7.2663
H22 -2.9983 -0.9155 8.3170
H23 -2.8593 0.1077 4.3925
H24 -4.2631 -0.6890 4.9994
N11 -1.3372 -1.6555 12.0338
C17 -2.0862 -1.0788 11.0538
N12 -3.0270 -0.1823 11.4925
O8 -1.9240 -1.3343 9.8714
H25 -1.4493 -1.4502 13.0091
H26 -0.6349 -2.3128 11.7503
H27 -3.5982 0.2657 10.7997
H28 -3.1764 0.0368 12.4613
N13 0.6313 3.0424 -11.8947
C18 -0.6953 2.7423 -11.7490
N14 -1.5634 3.6583 -12.2741
O9 -1.0768 1.7303 -11.1883
H29 0.9661 3.8701 -12.3487
H30 1.2915 2.3906 -11.5163
H31 -2.5427 3.4659 -12.1795
H32 -1.2720 4.4978 -12.7362
N15 1.1303 2.4106 14.0025
C19 -0.1286 1.9484 13.7363
N16 -0.3351 1.4806 12.4722
O10 -1.0155 1.9454 14.5754
H33 1.8696 2.4224 13.3266
H34 1.3045 2.7590 14.9260
H35 -1.2547 1.1398 12.2639
H36 0.3674 1.4551 11.7575

Forces on atoms 1 to 6 (eV/Å):
C -0.454 -0.292 0.586
C -0.308 0.050 -0.588
Cl -0.004 -0.011 0.086
C 0.458 -0.294 0.189
Cl -0.106 -0.032 0.099
C 0.025 0.094 0.048

Q: Which value of electronic energy does entry 2 give?
A: -1154.457517 hartree